2 unconnected molecules or ions with the total composition C5H10N2O at a distorted geometry, computed with the ωB97M-V functional and the def2-TZVPD basis.

Output
- Frontier orbital gap: 9.2 eV
- Energy relative to the best compared isomer or geometry (same formula, charge and spin): 137.06 kcal per mole
- E_tot: -10369.3616 eV
- HOMO: -0.302 hartree

Positions of all 18 atoms, in Å:
C -1.288978 0.692818 -0.352273
C -1.135265 1.469659 0.992622
C -0.267069 1.747763 -0.176984
C -0.838958 0.845234 2.368453
C 1.913631 -1.250578 -1.422599
N -0.054954 -2.160454 -0.440217
N 0.750176 -2.238224 -1.308034
O 0.813399 2.079344 -0.591197
H -1.004932 -0.323467 -0.388341
H -2.119521 0.743949 -0.944772
H -1.897729 2.200147 0.859690
H -0.856092 1.648399 3.133409
H 0.192643 0.595466 2.207355
H -1.576209 0.103093 2.511757
H 1.478398 -0.447090 -0.744830
H 2.103581 -1.052246 -2.433509
H 2.861413 -1.679917 -1.175494
H 0.926465 -2.973897 -2.095036

Forces on atoms 1 to 2 (eV/Å):
1.5 0.3 0.8
-0.5 0.8 -0.9

Charges computed using Löwdin, reported in e: number 1, C, carries -0.033; number 2, C, carries -0.217; number 3, C, carries -0.352; number 4, C, carries -0.023; number 5, C, carries -0.033; number 6, N, carries 0.047; number 7, N, carries -0.272; number 8, O, carries 0.090; number 9, H, carries 0.028; number 10, H, carries 0.072; number 11, H, carries 0.122; number 12, H, carries 0.085; number 13, H, carries 0.073; number 14, H, carries 0.065; number 15, H, carries 0.086; number 16, H, carries 0.050; number 17, H, carries 0.063; number 18, H, carries 0.149